No. 1
Computed, not measured: CCl4O in the gas phase, with wB97M-V/def2-TZVPD.

Element x y z (Å)
Cl1 0.67407 -1.39904 -1.55873
O1 -0.54133 -0.56117 -0.73051
C1 0.01789 0.36097 0.37378
Cl2 -1.52196 0.94848 1.02069
Cl3 0.79453 -0.79470 1.48532
Cl4 1.17338 1.54236 -0.31455

Force components x, y, z for each atom (eV/Å):
Cl -0.3 0.3 0.1
O 1.1 1.6 1.0
C -0.8 -2.5 -1.8
Cl 1.0 0.3 -0.2
Cl 0.0 0.9 0.1
Cl -1.1 -0.6 0.7

Results
Energy: -1954.0238 Ha
Kohn-Sham gap: 10.682 eV
SMILES: ClOC(Cl)(Cl)Cl

---

No. 2
Computed, not measured: a molecular structure, CCl4OS, with wB97M-V/def2-TZVPD.

Element x y z (Å)
C1 -0.15146 -0.59312 -0.28507
O1 -0.04624 0.56661 0.15867
S1 -0.45135 2.48771 1.58659
Cl1 1.43136 -1.44701 -0.59814
Cl2 -0.70744 -1.79905 1.03099
Cl3 -1.16580 -1.11500 -1.70697
Cl4 1.02972 2.82273 0.47285

Force components x, y, z for each atom (eV/Å):
C -0.1 -3.9 0.5
O 0.0 1.4 -0.5
S -0.8 -0.7 0.3
Cl 1.0 0.9 -0.6
Cl -0.9 0.5 0.7
Cl -0.2 1.2 0.0
Cl 0.9 0.7 -0.4

Results
Energy: -2352.1433 Ha
Kohn-Sham gap (alpha / beta): 5.686 / 6.384 eV

---

No. 3
Computed, not measured: CClFN2O3 in the gas phase, with wB97M-V/def2-TZVPD.

Element x y z (Å)
O1 2.90359 0.54080 -0.00677
N1 1.83634 0.53270 0.43045
O2 0.94056 -0.26630 -0.44595
N2 -0.36187 -0.72029 -0.08684
O3 -0.48308 -1.92639 0.00772
C1 -1.30122 0.17780 -0.03353
F1 -2.54496 -0.19580 0.21657
Cl1 -0.98936 1.85748 -0.08166

Force components x, y, z for each atom (eV/Å):
O -1.5 -0.3 -0.1
N 0.6 0.4 1.1
O 0.6 -0.5 -1.7
N -0.4 0.9 0.5
O -0.1 -0.7 0.1
C 0.4 0.6 0.3
F 0.7 0.0 -0.2
Cl -0.3 -0.4 -0.1

Results
Energy: -933.1503 Ha
Kohn-Sham gap: 8.588 eV
SMILES: O=NO/[N+]([O-])=C(/F)Cl

---

No. 4
Computed, not measured: 2 unconnected molecules or ions with the total composition CClNO2S2, with wB97M-V/def2-TZVPD.

Element x y z (Å)
C1 0.44811 -1.53691 1.34170
N1 -0.15289 -1.79757 2.29871
O1 -0.69558 1.64460 -0.88836
O2 1.26581 2.26592 0.23527
S1 1.30726 -0.78104 0.15922
S2 0.15184 1.32605 0.24722
Cl1 -11.13292 0.49404 -0.63926

Force components x, y, z for each atom (eV/Å):
C -0.4 0.7 0.9
N -0.2 -0.6 0.0
O -0.4 -1.0 -0.5
O 0.8 -0.4 0.5
S 1.2 -0.9 -1.4
S -0.9 2.3 0.5
Cl -0.1 0.0 0.0

Results
Energy: -1500.0036 Ha
Total charge: -2
Kohn-Sham gap: 6.862 eV

---

No. 5
Computed, not measured: 2 unconnected molecules or ions with the total composition CClNO2S2, with wB97M-V/def2-TZVPD.

Element x y z (Å)
C1 -0.25026 -0.29648 1.62470
N1 0.60304 -0.20941 2.40586
O1 -0.87407 -0.19404 -2.66190
O2 0.56545 -1.76121 -1.20688
S1 -1.49390 -0.36365 0.51299
S2 -0.02895 -0.39213 -1.43576
Cl1 3.99748 8.53778 -2.64249

Force components x, y, z for each atom (eV/Å):
C 0.2 0.1 0.1
N -0.1 -0.1 -0.1
O 1.0 -0.9 2.2
O -1.4 2.4 -1.0
S -0.8 0.0 0.2
S 1.1 -1.6 -1.5
Cl 0.0 0.1 0.0

Results
Energy: -1500.0036 Ha
Total charge: -2
Kohn-Sham gap: 6.851 eV

---

No. 6
Computed, not measured: a molecular structure, CClNa6O7, with wB97M-V/def2-TZVPD.

Element x y z (Å)
Na1 22.50573 -1.55549 -1.63442
Na2 25.76019 -5.15596 -7.52596
Na3 16.81685 -4.19104 -5.51042
Na4 21.33518 -7.23127 -1.18270
Na5 25.82170 -10.43896 -8.03088
Na6 19.05251 -10.80021 -6.80726
Cl1 27.51604 -9.14084 -1.08773
O1 27.16845 -9.98887 -2.15923
O2 28.22659 -9.70078 -0.01346
O3 28.39667 -8.14808 -1.52093
O4 26.45021 -8.44649 -0.33194
C1 21.91571 -6.48154 -5.40372
O5 21.95142 -5.46099 -4.70542
O6 22.53657 -7.63792 -5.41743
O7 21.11365 -6.34352 -6.30379

Force components x, y, z for each atom (eV/Å):
Na 0.2 0.0 0.0
Na -0.3 0.1 0.3
Na 0.2 0.0 -0.1
Na 0.5 -0.1 -0.4
Na 0.1 -0.2 0.3
Na 0.1 0.1 0.0
Cl 0.7 3.1 5.1
O -1.5 -1.3 -1.0
O 1.0 -4.0 1.1
O 1.4 2.9 -3.3
O -2.0 -0.5 -2.3
C 0.9 -3.0 -1.0
O 2.3 2.2 4.9
O 1.1 0.8 1.8
O -4.7 -0.2 -5.4

Results
Energy: -1997.4579 Ha
Total charge: +3
Kohn-Sham gap: 2.543 eV

---

No. 7
Computed, not measured: a gas-phase ion, CF2N5 (charge -1), with wB97M-V/def2-TZVPD.

Element x y z (Å)
C1 -0.00354 -0.18684 0.05354
N1 -0.13345 1.02465 0.49011
N2 -1.31167 -0.79819 0.06468
N3 -1.38850 1.32150 0.59234
N4 -2.07582 0.16595 0.37907
N5 1.22671 -0.82517 -0.21824
F1 2.23815 -0.07348 0.29952
F2 1.44813 -0.62843 -1.66102

Force components x, y, z for each atom (eV/Å):
C -2.8 -1.2 1.0
N 1.9 2.1 -0.9
N 3.5 -0.3 -0.8
N -1.0 -1.4 0.8
N -1.1 1.4 0.0
N -0.8 -1.1 -0.8
F 0.3 0.4 0.2
F 0.0 0.0 0.5

Results
Energy: -511.5109 Ha
Total charge: -1
Kohn-Sham gap: 9.459 eV

---

No. 8
Computed, not measured: a molecular structure, CF2O3, with wB97M-V/def2-TZVPD.

Element x y z (Å)
C1 1.10032 -0.06723 -0.00919
O1 2.05109 -0.73464 0.06657
O2 -0.12206 -0.58231 -0.09644
O3 -1.50418 0.46388 -0.07553
F1 0.98037 1.26888 0.02397
F2 -2.50554 -0.34858 0.09062

Force components x, y, z for each atom (eV/Å):
C -2.4 1.7 0.3
O 1.1 -0.2 -0.1
O -2.8 -0.1 -0.1
O 4.5 0.6 -0.4
F 0.9 -0.3 0.0
F -1.3 -1.7 0.3

Results
Energy: -463.3124 Ha
Kohn-Sham gap (alpha / beta): 9.641 / 9.647 eV